# C25H29GeN5OOsS2

C25H29GeN5OOsS2 as an isolated structure at a distorted geometry (ωB97M-V/def2-TZVPD, the Open Molecules 2025 dataset).

Geometry as XYZ:
```
64
Properties=species:S:1:pos:R:3
Os 0.2211 0.4801 -2.0256
O 2.1993 0.5211 -1.9431
N 2.8668 1.7034 -2.0481
C 4.2052 1.6412 -2.1621
C 4.9237 2.8073 -2.2600
C 4.2522 4.0264 -2.2406
C 2.8705 4.0509 -2.1288
C 2.1763 2.8607 -2.0330
S 0.4357 2.7669 -1.8856
H 4.6356 0.6504 -2.1750
H 5.9994 2.7536 -2.3590
H 4.8045 4.9545 -2.3159
H 2.3153 4.9796 -2.1312
S -4.7857 -4.9443 -2.9803
N -4.9966 -3.3583 -2.8614
C -3.7874 -2.8355 -2.7451
C -3.4905 -1.4204 -2.6396
C -4.4505 -0.4012 -2.7331
C -4.0487 0.9180 -2.6788
C -2.7089 1.2140 -2.5029
N -1.7795 0.2495 -2.3874
C -2.1617 -1.0654 -2.4819
C -1.1032 -2.0533 -2.4770
N 0.1751 -1.5783 -2.3712
C 1.2065 -2.4283 -2.4521
C 1.0125 -3.7907 -2.6219
C -0.2713 -4.2876 -2.6994
C -1.3611 -3.4044 -2.6304
C -2.7509 -3.8014 -2.7444
N -3.1890 -5.0437 -2.8620
H -5.4932 -0.6697 -2.8640
H -4.7590 1.7271 -2.7799
H -2.3650 2.2376 -2.4600
H 2.1967 -2.0000 -2.3787
H 1.8727 -4.4418 -2.6974
H -0.4594 -5.3477 -2.8244
C -2.3174 1.7755 5.1534
C -2.0095 1.6967 3.6623
C -0.6558 2.3165 3.3194
C -0.2066 2.3291 1.9189
Ge 0.2443 0.3613 0.9892
C 2.1039 0.0687 1.5474
C 2.2816 -0.2257 3.0447
C 2.2005 -1.7104 3.4152
C 0.7906 -2.2948 3.4408
H -3.2176 1.2096 5.3848
H -2.4890 2.8024 5.4757
H -1.5000 1.3671 5.7504
H -2.7989 2.1797 3.0809
H -1.9959 0.6487 3.3477
H 0.1304 1.9715 3.9950
H -0.7379 3.4115 3.5314
H 0.7922 2.7489 1.7573
H -0.9442 2.6837 1.1924
H -0.7720 -0.2691 1.9800
H 2.6270 0.9795 1.2393
H 2.4864 -0.7433 0.9202
H 1.5683 0.3449 3.6479
H 3.2658 0.1535 3.3259
H 2.6527 -1.8293 4.3995
H 2.8248 -2.2880 2.7267
H 0.1486 -1.7512 4.1387
H 0.8029 -3.3407 3.7451
H 0.3173 -2.2667 2.4515
```

LUMO level (spin up / spin down) ... -9.334 / -11.682 eV
Strongest force on any atom ... 1.1 eV/Å
Net charge ... +3
2S+1 ... 6